--- i ---
Below is C9H11NO in the gas phase, with properties calculated with ωB97M-V with the def2-TZVPD basis set.

Last column: Mulliken charge in e.
Cartesian coordinates (Å):
C1 3.032 0.100 -0.665  -1.15
N1 1.706 -0.247 -0.248  0.08
C2 1.781 -1.045 0.999  -1.19
C3 0.859 0.759 -0.182  0.21
O1 1.189 2.014 -0.232  -0.68
C4 -0.550 0.390 -0.234  0.23
C5 -1.597 1.387 0.197  -0.59
C6 -2.921 1.117 0.221  -0.68
C7 -3.405 -0.186 -0.081  -0.08
C8 -2.443 -1.165 -0.487  -1.11
C9 -1.040 -0.824 -0.541  -0.14
H1 3.586 0.759 0.093  0.34
H2 3.121 0.755 -1.284  0.62
H3 3.704 -0.781 -0.931  0.27
H4 2.348 -1.740 0.795  0.49
H5 0.806 -1.176 1.431  0.40
H6 2.426 -0.346 1.889  0.27
H7 -1.169 2.237 0.540  0.52
H8 -3.600 1.839 0.342  0.50
H9 -4.544 -0.400 -0.027  0.27
H10 -2.794 -1.887 -0.849  0.67
H11 -0.494 -1.559 -0.746  0.74

LUMO = 0.2 eV
structure (SMILES) = CN(C)C(=O)c1ccccc1
gap between HOMO and LUMO = 9.3 eV
HOMO level = -9.16 eV



--- ii ---
Below is 2 unconnected molecules or ions with the total composition C9H11NO, with properties calculated with ωB97M-V with the def2-TZVPD basis set.

Last column: Mulliken charge in e.
Cartesian coordinates (Å):
C1 -1.026 -1.654 1.266  0.72
C2 -0.029 -2.262 0.491  -0.65
C3 0.720 -1.621 -0.541  -0.99
C4 0.563 -0.196 -0.600  0.51
C5 1.156 0.607 -1.844  -0.96
C6 0.272 2.645 -1.212  -0.73
C7 -0.252 2.172 0.150  -0.83
C8 -0.387 0.471 0.182  0.51
C9 -1.189 -0.322 1.219  -0.70
H1 -0.308 -3.222 2.952  0.36
H2 -0.061 -3.378 0.558  0.34
H3 1.427 -1.970 -1.162  0.54
H4 2.030 0.254 -2.039  0.56
H5 0.517 0.739 -2.719  0.35
H6 1.909 2.241 -0.628  0.27
H7 -0.487 2.497 -2.094  0.26
H8 0.262 3.738 -1.269  0.31
H9 -1.335 2.366 0.425  0.40
H10 0.588 2.326 0.795  0.36
H11 -1.535 0.315 2.041  0.36
N1 1.397 1.999 -1.476  -0.33
O1 -1.470 -2.367 2.352  -0.68

LUMO = -1.2 eV
gap between HOMO and LUMO = 7.0 eV
HOMO level = -8.26 eV



Most stable to least stable, the ends of the list are i and ii.



--- i ---
Below is 5 unconnected molecules or ions with the total composition H9O4S, with properties calculated with ωB97M-V with the def2-TZVPD basis set.

Last column: Mulliken charge in e.
Cartesian coordinates (Å):
S1 0.182 0.199 -0.181  -0.81
H1 0.373 -1.062 0.233  -0.06
H2 -1.364 1.870 -1.915  0.32
H3 -1.627 3.343 -1.851  0.29
O1 -1.878 2.562 -2.363  -0.65
H4 1.636 -3.307 2.278  0.34
H5 1.345 -4.382 3.296  0.31
O2 1.918 -4.189 2.549  -0.66
H6 -0.048 -0.126 -2.493  0.21
H7 -0.558 -0.547 -3.855  0.29
O3 0.102 0.029 -3.457  -0.58
H8 0.725 2.007 2.506  0.32
H9 -0.650 1.463 2.383  0.32
O4 -0.155 2.140 2.873  -0.65

LUMO = 3.2 eV
gap between HOMO and LUMO = 6.9 eV
total charge = -1
HOMO level = -3.70 eV



--- ii ---
Below is 5 unconnected molecules or ions with the total composition H9O4S, with properties calculated with ωB97M-V with the def2-TZVPD basis set.

Last column: Mulliken charge in e.
Cartesian coordinates (Å):
S1 2.654 2.758 1.432  -0.88
H1 2.434 2.731 2.802  -0.02
H2 -1.851 -0.412 0.436  0.32
H3 -0.419 0.356 0.145  0.39
O1 -1.134 -0.189 -0.215  -0.69
H4 1.915 -2.655 -3.221  0.31
H5 1.407 -2.415 -1.738  0.35
O2 1.543 -3.051 -2.434  -0.66
H6 -3.113 0.598 -0.875  0.32
H7 -3.983 1.360 -0.008  0.33
O3 -3.829 0.383 -0.410  -0.65
H8 1.707 0.849 1.033  0.23
H9 1.576 -0.390 1.866  0.25
O4 1.094 0.076 1.188  -0.60

LUMO = 3.2 eV
gap between HOMO and LUMO = 6.5 eV
total charge = -1
HOMO level = -3.24 eV



Most stable to least stable, the ends of the list are i and ii.



--- i ---
Below is C4H9N3O2 in the gas phase, with properties calculated with ωB97M-V with the def2-TZVPD basis set.

Last column: Mulliken charge in e.
Cartesian coordinates (Å):
H1 -3.648 -0.074 -0.160  0.19
N1 -2.763 0.421 -0.151  -0.68
C1 -1.754 -0.337 -0.011  0.35
N2 -1.766 -1.686 0.169  -0.39
N3 -0.500 0.305 0.030  0.10
C2 -0.568 1.757 0.065  -0.96
C3 0.690 -0.350 -0.019  0.91
O1 0.841 -1.551 -0.104  -0.72
O2 1.743 0.494 0.033  -0.38
C4 3.017 -0.131 -0.017  -0.66
H2 -0.891 -2.185 0.081  0.25
H3 -2.616 -2.174 -0.054  0.20
H4 -1.191 2.098 -0.760  0.33
H5 -1.039 2.071 0.996  0.31
H6 0.430 2.172 -0.011  0.34
H7 3.127 -0.842 0.803  0.28
H8 3.145 -0.662 -0.963  0.29
H9 3.744 0.672 0.071  0.22

LUMO = 0.9 eV
structure (SMILES) = [H]/N=C(\N)N(C)C(=O)OC
gap between HOMO and LUMO = 10.0 eV
HOMO level = -9.10 eV



--- ii ---
Below is 4 unconnected molecules or ions with the total composition C4H9N3O2, with properties calculated with ωB97M-V with the def2-TZVPD basis set.

Last column: Mulliken charge in e.
Cartesian coordinates (Å):
C1 -1.705 -1.227 1.538  -0.63
C2 -0.386 -1.283 -1.527  -0.07
C3 0.896 0.435 -0.724  0.98
C4 2.361 1.093 -0.333  -0.88
H1 -1.988 -2.184 1.414  0.37
H2 -2.801 -0.738 1.342  0.26
H3 -1.514 -1.171 2.649  0.28
H4 -0.559 -2.159 -2.496  0.25
H5 2.150 2.435 0.170  0.17
H6 2.864 0.175 0.699  0.19
H7 3.250 1.043 -1.237  0.30
H8 0.700 1.974 1.076  0.34
H9 -1.136 1.870 -1.047  0.34
N1 -1.081 -1.656 -0.466  -0.58
N2 0.735 -0.436 -1.548  -0.57
N3 0.130 1.271 0.003  -0.39
O1 -0.716 -1.097 0.635  -0.01
O2 -1.198 1.654 -0.149  -0.33

LUMO = 0.0 eV
gap between HOMO and LUMO = 8.3 eV
HOMO level = -8.33 eV



Most stable to least stable, the ends of the list are i and ii.



--- i ---
Below is C9H18N2O3 in the gas phase, with properties calculated with ωB97M-V with the def2-TZVPD basis set.

Last column: Mulliken charge in e.
Cartesian coordinates (Å):
C1 0.910 3.421 1.572  -1.44
C2 0.847 2.043 0.937  -0.23
C3 1.006 1.821 -0.453  0.43
C4 -0.116 2.428 -1.378  -1.52
C5 1.032 0.125 -0.734  -0.67
N1 -0.220 -0.424 -0.990  0.09
C6 -1.218 -0.781 -0.145  0.43
O1 -1.146 -0.362 1.046  -0.74
C7 -2.464 -1.705 -0.465  0.25
C8 -2.008 -3.174 0.199  -1.12
N2 -2.465 -2.021 -1.865  -0.67
C9 1.924 -0.484 0.403  0.17
O2 3.167 -0.426 0.381  -0.62
O3 1.267 -0.831 1.553  -0.54
H1 0.858 3.238 2.686  0.35
H2 1.932 3.943 1.599  0.32
H3 0.185 4.156 1.174  0.33
H4 1.402 1.221 1.383  0.56
H5 -0.278 1.776 1.063  -0.01
H6 1.989 2.228 -0.712  0.46
H7 0.023 2.117 -2.372  0.42
H8 0.110 3.492 -1.421  0.50
H9 -1.152 2.129 -1.048  0.20
H10 1.608 -0.094 -1.668  0.47
H11 -0.408 -0.465 -2.060  0.34
H12 -3.342 -1.335 0.076  0.40
H13 -1.963 -3.168 1.405  0.27
H14 -0.922 -3.463 -0.081  0.26
H15 -2.517 -4.036 -0.336  0.39
H16 -3.256 -1.498 -2.295  0.23
H17 -1.589 -1.857 -2.360  0.23
H18 0.335 -0.481 1.487  0.44

LUMO = 0.2 eV
structure (SMILES) = CC[C@H](C)[C@H](NC(=O)[C@H](C)N)C(=O)O
gap between HOMO and LUMO = 9.8 eV
HOMO level = -9.61 eV



--- ii ---
Below is C9H18N2O3 in the gas phase, with properties calculated with ωB97M-V with the def2-TZVPD basis set.

Last column: Mulliken charge in e.
Cartesian coordinates (Å):
C1 2.286 -2.153 -0.880  -1.54
C2 1.353 -1.177 -0.352  -0.25
C3 0.664 -0.328 -1.419  0.52
C4 1.610 0.507 -2.295  -1.58
C5 -0.429 0.635 -0.814  0.22
N1 -1.583 0.038 -0.228  0.00
C6 -1.873 -0.136 1.136  0.27
O1 -2.954 -0.606 1.484  -0.66
C7 -0.821 0.335 2.111  0.61
C8 -1.055 -0.363 3.485  -1.52
N2 -0.768 1.728 2.245  -0.49
C9 -0.904 1.632 -1.883  -0.17
O2 -0.421 2.710 -2.155  -0.53
O3 -1.844 0.988 -2.633  -0.45
H1 1.897 -2.830 -1.632  0.34
H2 3.148 -1.620 -1.327  0.32
H3 2.542 -2.886 -0.112  0.43
H4 1.905 -0.540 0.342  0.23
H5 0.576 -1.676 0.299  0.27
H6 0.201 -1.046 -2.132  0.14
H7 2.402 -0.147 -2.701  0.48
H8 1.125 0.898 -3.175  0.45
H9 2.075 1.247 -1.616  0.31
H10 0.029 1.237 -0.061  0.45
H11 -2.202 -0.424 -0.863  0.23
H12 0.160 0.046 1.748  0.04
H13 -1.001 -1.454 3.357  0.34
H14 -2.118 -0.158 3.831  0.27
H15 -0.271 -0.093 4.214  0.41
H16 -0.055 1.934 2.897  0.25
H17 -1.643 2.192 2.558  0.26
H18 -2.031 1.510 -3.428  0.35

LUMO = 0.7 eV
structure (SMILES) = CC[C@H](C)[C@H](NC(=O)[C@H](C)N)C(=O)O
gap between HOMO and LUMO = 10.0 eV
HOMO level = -9.33 eV



Most stable to least stable, the ends of the list are ii and i.



--- i ---
Below is 3 unconnected molecules or ions with the total composition C8H16O, with properties calculated with ωB97M-V with the def2-TZVPD basis set.

Last column: Mulliken charge in e.
Cartesian coordinates (Å):
C1 0.197 2.194 0.661  -0.78
C2 1.076 1.281 1.054  -0.33
C3 1.380 0.000 0.329  1.37
C4 2.836 -0.004 -0.159  -1.65
C5 1.115 -1.210 1.235  -1.41
H1 -0.350 2.087 -0.268  0.24
H2 0.045 3.110 1.216  0.25
H3 1.645 1.442 1.968  0.27
H4 0.721 -0.069 -0.541  -0.13
H5 3.023 0.834 -0.833  0.38
H6 3.063 -0.931 -0.690  0.40
H7 3.527 0.078 0.683  0.37
H8 0.078 -1.229 1.571  0.27
H9 1.759 -1.181 2.118  0.40
H10 1.316 -2.141 0.703  0.37
C6 -1.550 -1.556 -1.803  -0.74
C7 -2.059 -0.814 -0.923  0.49
C8 -2.602 -0.382 0.363  -0.99
H11 -1.322 -2.595 -1.932  0.37
H12 -1.894 0.267 0.881  0.20
H13 -2.789 -1.270 0.973  0.31
H14 -3.544 0.156 0.240  0.31
O1 -1.769 0.864 -1.951  -0.68
H15 -2.518 1.173 -2.480  0.29
H16 -1.383 -0.105 -2.415  0.42

LUMO = 0.8 eV
structure (SMILES) = C=CC(C)C.C#CC.O
gap between HOMO and LUMO = 9.8 eV
HOMO level = -9.01 eV



--- ii ---
Below is C8H16O in the gas phase, with properties calculated with ωB97M-V with the def2-TZVPD basis set.

Last column: Mulliken charge in e.
Cartesian coordinates (Å):
C1 -2.542 -0.508 -1.222  -0.66
O1 -2.156 -0.484 0.122  -0.46
C2 -0.552 -0.988 0.516  0.12
C3 -0.084 -2.163 -0.297  -1.92
C4 -0.069 0.389 0.433  1.43
C5 -0.368 1.287 1.609  -1.58
C6 0.398 1.024 -0.850  -0.72
C7 1.525 0.302 -0.182  -0.02
C8 2.652 1.037 0.457  -1.67
H1 -2.181 -1.382 -1.784  0.25
H2 -2.215 0.380 -1.783  0.21
H3 -3.637 -0.544 -1.313  0.29
H4 -0.678 -1.293 1.557  0.36
H5 0.120 -1.913 -1.339  0.40
H6 0.809 -2.615 0.146  0.43
H7 -0.877 -2.918 -0.309  0.44
H8 0.535 1.692 2.071  0.37
H9 -1.001 2.120 1.293  0.29
H10 -0.916 0.755 2.388  0.41
H11 0.038 0.615 -1.787  0.29
H12 0.432 2.111 -0.852  0.30
H13 1.870 -0.585 -0.699  0.39
H14 3.337 1.411 -0.315  0.37
H15 3.229 0.369 1.102  0.35
H16 2.329 1.900 1.041  0.33

LUMO = 1.0 eV
structure (SMILES) = CO[C@@H](C)[C@]1(C)C[C@H]1C
gap between HOMO and LUMO = 9.1 eV
HOMO level = -8.14 eV



Most stable to least stable, the ends of the list are ii and i.